# 1
Here is a 2-piece molecular cluster, C2H3NOS2 overall in a non-equilibrium geometry from the Open Molecules 2025 dataset. Energies are from the ωB97M-V functional and the def2-TZVPD basis.

Positions of all 9 atoms, in Å:
C -2.85 1.64 0.44
C -0.41 -0.48 -0.22
N -3.23 2.47 -0.31
O -2.70 0.91 1.29
S 0.48 -0.07 -1.54
S -0.67 -0.52 -3.05
H -1.41 -0.92 -0.48
H -0.05 -0.38 0.85
H -3.13 2.50 -1.33

calculated total energy: -1004.326244 Ha
ΔE to the lowest compared entry with this formula, charge and spin: 1.668 eV
spin multiplicity: 1
LUMO level (alpha / beta): -1.19 / -1.19 eV
orbital gap (alpha / beta): 7.7 / 7.6 eV
HOMO (alpha / beta): -8.8 / -8.8 eV
charge: 0

Atomic partial charges in e from the Löwdin method, atoms 1 to 6:
1. C -0.4745
2. C -0.4733
3. N 0.1942
4. O 0.1693
5. S 0.3831
6. S 0.0237

# 2
Here is C4H5ClS2 as an isolated structure in a non-equilibrium geometry from the Open Molecules 2025 dataset. Energies are from the ωB97M-V functional and the def2-TZVPD basis.

Positions of all 12 atoms, in Å:
C 1.04 0.68 -0.19
C -0.07 -0.15 0.01
C -0.07 -1.03 1.08
C -1.17 -0.15 -1.05
H 1.13 1.73 1.89
H -0.92 -1.64 1.35
H 0.65 -0.95 1.88
H -2.17 -0.13 -0.55
H -1.09 0.84 -1.62
S 2.11 1.19 1.15
S 1.67 1.06 -1.64
Cl -1.11 -1.47 -2.30

calculated total energy: -1411.921795 Ha
ΔE to the lowest compared entry with this formula, charge and spin: 1.138 eV
spin multiplicity: 1
LUMO level: -1.21 eV
orbital gap: 7.5 eV
HOMO: -8.7 eV
charge: 0

Atomic partial charges in e from the Löwdin method, atoms 1 to 6:
1. C -1.1586
2. C -0.4801
3. C 0.0971
4. C -0.5742
5. H -0.1195
6. H 0.0761

# 3
Here is one molecule with the formula C5H9N3O2S3 in a non-equilibrium geometry from the Open Molecules 2025 dataset. Energies are from the ωB97M-V functional and the def2-TZVPD basis.

Positions of all 22 atoms, in Å:
C 1.12 0.40 -1.20
C 1.24 -0.16 -4.96
C -0.77 -0.36 1.18
C 0.91 -0.05 2.94
C 0.74 -0.27 1.39
N 1.66 -0.73 -1.38
N 0.71 -0.29 -3.69
N 0.95 0.95 -5.67
O 1.90 -1.06 -5.45
O 2.67 1.26 0.85
S 0.34 1.20 -2.59
S 1.51 -1.49 -2.81
S 1.23 1.25 0.54
H -1.20 0.56 1.24
H -1.12 -0.93 0.39
H -1.18 -0.80 2.11
H 0.52 0.93 3.18
H 1.90 -0.17 3.19
H 0.44 -0.89 3.43
H 1.30 -1.14 1.08
H 0.90 1.84 -5.31
H 1.58 1.00 -6.48

calculated total energy: -1705.131585 Ha
ΔE to the lowest compared entry with this formula, charge and spin: 0.000 eV
spin multiplicity: 1
LUMO level: -0.47 eV
orbital gap: 7.8 eV
HOMO: -8.2 eV
charge: 0

Atomic partial charges in e from the Löwdin method, atoms 1 to 6:
1. C -0.8124
2. C -0.7686
3. C -0.1155
4. C -0.0825
5. C -0.5360
6. N -0.3678

# 4
Here is one molecule with the formula C7H10 from the Open Molecules 2025 dataset. Energies are from the ωB97M-V functional and the def2-TZVPD basis.

Positions of all 17 atoms, in Å:
C -2.18 -1.18 -0.07
C -0.96 -1.70 -0.02
C 0.21 -0.99 0.62
C 0.88 0.02 -0.32
C -0.02 1.09 -0.90
C 0.58 2.09 -0.26
C 1.61 1.20 0.41
H -3.01 -1.70 -0.57
H -2.41 -0.22 0.37
H -0.77 -2.67 -0.48
H 0.95 -1.72 0.97
H -0.15 -0.45 1.51
H 1.50 -0.49 -1.06
H -0.86 1.02 -1.59
H 0.41 3.16 -0.22
H 1.57 1.15 1.50
H 2.65 1.38 0.09

calculated total energy: -272.638878 Ha
ΔE to the lowest compared entry with this formula, charge and spin: 2.153 eV
spin multiplicity: 1
SMILES: C=CC[C@H]1C=CC1
LUMO level: 1.25 eV
orbital gap: 10.6 eV
HOMO: -9.4 eV
charge: 0

Atomic partial charges in e from the Löwdin method, atoms 1 to 6:
1. C -0.0125
2. C -0.1844
3. C -0.1894
4. C -0.3047
5. C -0.0677
6. C -0.0725

# 5
Here is a 2-piece molecular cluster, C8H21NP overall in a non-equilibrium geometry from the Open Molecules 2025 dataset. Energies are from the ωB97M-V functional and the def2-TZVPD basis.

Positions of all 31 atoms, in Å:
C 1.07 -3.04 0.12
C -1.08 -2.05 -0.84
C 2.88 1.72 0.17
C 0.73 3.08 0.42
C 0.98 -0.69 -1.18
C -2.60 1.02 1.01
C 0.44 -2.18 -1.05
C 1.45 1.85 -0.19
N -3.60 0.01 1.22
P 0.63 0.27 0.32
H 0.75 -4.04 -0.05
H 2.18 -3.16 -0.01
H 0.97 -2.55 1.04
H -1.36 -1.05 -0.47
H -1.41 -2.83 -0.15
H -1.53 -2.13 -1.74
H 3.43 2.69 -0.16
H 2.91 1.79 1.29
H 3.31 0.91 -0.37
H 0.16 2.51 1.24
H 0.02 3.57 -0.30
H 1.31 3.93 0.65
H 2.11 -0.57 -1.20
H 0.53 -0.22 -2.03
H -2.56 1.66 1.84
H -2.48 1.35 0.00
H 0.65 -2.66 -2.05
H 1.40 1.76 -1.32
H -3.22 -0.52 2.06
H -3.56 -0.80 0.51
H -4.50 0.36 1.23

calculated total energy: -713.077247 Ha
ΔE to the lowest compared entry with this formula, charge and spin: 3.744 eV
spin multiplicity: 1
LUMO level (alpha / beta): -4.97 / -3.84 eV
orbital gap (alpha / beta): 5.9 / 8.4 eV
HOMO (alpha / beta): -10.8 / -12.3 eV
charge: +1

Atomic partial charges in e from the Löwdin method, atoms 1 to 6:
1. C -0.0790
2. C -0.1195
3. C -0.1629
4. C -0.1208
5. C -0.3941
6. C -0.0215

# 6
Here is C3H4Br2FeN3O7P2 as an isolated structure from the Open Molecules 2025 dataset. Energies are from the ωB97M-V functional and the def2-TZVPD basis.

Positions of all 22 atoms, in Å:
Fe 0.16 -0.93 -1.19
O 0.46 -0.27 2.31
P -0.48 -1.30 1.51
O -1.35 -2.09 2.38
O 0.46 -1.98 0.52
O -1.74 -0.82 -0.75
P -0.42 2.00 -1.08
O -1.66 2.50 -1.98
O 0.39 3.12 -0.60
O 0.25 0.88 -1.86
H -0.03 0.13 3.03
H -1.80 3.43 -1.80
Br 1.05 -3.19 -2.43
C 2.53 -3.11 -1.18
Br 3.29 -1.35 -1.17
H 3.28 -3.83 -1.50
H 2.11 -3.30 -0.20
N -1.27 -0.20 0.42
C -1.19 1.17 0.42
N -1.42 1.79 1.54
C -1.30 3.11 1.68
N -1.33 4.23 1.93

calculated total energy: -7902.403707 Ha
ΔE to the lowest compared entry with this formula, charge and spin: 4.374 eV
spin multiplicity: 5
LUMO level (alpha / beta): 2.03 / 2.00 eV
orbital gap (alpha / beta): 7.1 / 7.4 eV
HOMO (alpha / beta): -5.0 / -5.4 eV
charge: -1

Atomic partial charges in e from the Löwdin method, atoms 1 to 6:
1. Fe 0.5751
2. O -0.1333
3. P 0.2894
4. O -0.2880
5. O -0.4174
6. O -0.2918